No. 1
This record from OMol25 describes C10H34Ca3O24P2S3 as an isolated structure at a distorted geometry. The level of theory is the ωB97M-V functional and the def2-TZVPD basis.

Geometry as XYZ:
```
76
Properties=species:S:1:pos:R:3:forces:R:3
Ca 3.345 -0.587 -0.293 0.865 2.133 1.123
S 4.408 2.156 -0.340 4.324 1.463 0.516
O -1.106 -0.333 -2.635 -0.567 0.724 -1.266
O -1.372 3.263 3.812 -0.874 1.694 -2.142
H 2.106 -5.316 0.562 -0.073 0.405 0.082
H -3.212 -0.506 -2.775 -0.035 0.342 0.309
O -0.513 0.455 1.064 -2.145 0.716 1.848
H -0.296 4.226 -1.575 0.683 -0.243 0.113
O -0.852 -1.433 -0.344 -1.227 -1.275 -1.099
O 1.148 -0.181 -0.243 2.612 0.174 -2.931
H 5.378 -3.879 -1.239 0.422 -0.106 0.218
O 4.095 0.908 3.513 -1.003 0.792 1.073
H -0.637 6.920 3.486 0.635 0.214 -0.131
C -3.986 -0.085 0.805 0.904 -0.136 0.980
C -3.721 3.967 0.726 0.009 0.454 -2.288
H -2.299 -1.682 -3.640 0.060 -0.093 -0.449
H 0.375 -2.535 -4.158 0.136 0.555 0.367
H -2.246 0.403 1.437 0.846 0.041 0.201
H -4.668 4.500 0.813 -0.318 -0.782 0.432
H -4.249 -3.502 0.273 -0.634 -0.309 -0.161
O 2.419 -5.209 -1.458 1.608 2.754 -1.574
C -0.309 6.148 2.791 -1.757 -0.142 0.481
H -5.019 0.072 1.115 0.075 0.201 -0.104
C -2.295 -0.631 -3.351 0.303 -0.079 0.120
H -1.753 -2.734 -0.100 0.044 0.558 -0.287
S 0.076 -0.750 0.514 -0.582 1.159 0.173
S 2.744 0.684 3.037 4.331 1.430 -0.695
C -3.515 -3.618 -0.524 -0.645 0.670 0.856
H -3.729 0.447 -0.112 -0.295 0.214 -0.125
H -3.690 3.126 0.033 -0.891 -0.483 0.370
H 0.934 -4.249 -0.329 0.141 0.067 0.204
O 2.038 1.901 2.591 -0.615 0.069 1.029
H 6.312 -4.276 -2.680 -0.478 0.260 -0.490
H -1.061 -0.925 -1.881 0.165 -0.098 0.931
H 0.078 6.556 1.857 0.157 -0.256 0.240
O 4.918 0.999 0.433 1.125 -1.273 -0.089
H -0.729 1.627 5.024 -0.148 0.676 -0.082
O 0.600 -1.638 1.506 -0.046 -2.013 1.463
O 2.924 -0.169 1.855 -0.834 -2.604 -2.072
H -1.561 3.488 -2.381 -0.261 -0.551 -0.189
O -1.644 5.522 2.523 0.997 -1.811 -0.269
H 0.315 5.426 3.317 0.266 0.177 -0.344
O 4.236 -3.979 -2.886 -2.789 0.550 -0.366
Ca 1.015 2.079 0.633 0.811 -0.065 -0.518
P 2.801 -3.738 -2.141 1.113 -1.277 0.240
H -0.084 -3.909 -3.240 -0.653 0.230 0.411
H -0.615 1.418 3.266 0.620 0.126 0.278
P -1.604 3.924 2.294 -0.338 -1.337 1.735
C 5.356 -4.430 -2.179 0.404 -0.419 1.742
H -2.122 1.267 3.915 -0.533 0.563 0.576
O 1.966 -0.143 3.944 -2.122 -0.999 2.139
H -0.577 1.407 -2.003 -0.053 -0.879 -0.107
C -1.212 1.845 4.072 0.233 -1.014 -1.795
H 5.244 -5.489 -1.949 0.064 -0.054 -0.025
H -2.331 0.031 -4.217 -0.052 -0.212 -0.074
H -3.689 -4.571 -1.025 0.419 -0.243 0.061
O 2.977 1.857 -0.290 -3.562 -0.400 -1.752
O -0.187 2.115 -1.485 -0.349 2.340 -0.815
H 0.450 -2.467 -2.318 0.277 0.142 -0.226
H 0.861 -6.003 -0.446 -0.058 0.035 -0.102
O 5.001 2.119 -1.685 -1.111 -0.365 -0.283
H -3.187 4.666 0.082 1.003 0.559 0.697
H -3.772 -2.836 -1.238 0.434 0.271 -0.249
O -0.570 3.457 1.300 -2.138 1.436 1.263
O -3.097 0.328 1.875 -1.522 -0.183 -0.786
O -2.293 -3.489 0.144 0.070 -1.512 -0.070
C -0.492 3.359 -2.207 -0.246 -0.570 0.770
O 1.824 -3.673 -3.376 3.099 0.061 0.639
O 2.768 -2.542 -1.211 0.049 -2.604 -1.524
C 1.539 -5.155 -0.355 -0.823 -0.720 0.916
C 0.593 -3.055 -3.225 -2.413 -0.480 -0.753
O -3.178 3.598 1.951 2.579 0.607 1.298
Ca 1.777 -2.269 3.216 0.479 0.831 0.116
H 0.029 3.431 -3.162 0.200 -0.070 0.174
H -3.836 -1.147 0.612 -0.112 -0.134 -0.040
O 4.659 3.432 0.304 -0.266 0.099 0.088
```
Forces are in eV/Å.

Calculated values
**2S+1**: 2
**DFT total energy**: -166476.4230 eV
**Kohn-Sham gap (spin up / spin down)**: 4.31 / 6.87 eV
**LUMO (spin up / spin down)**: 2.006 / 1.964 eV
**Charge**: -1
**Strongest force on any atom**: 4.614 eV Å⁻¹

No. 2
This record from OMol25 describes C10H34ClN12O9Si2 as an isolated structure at a distorted geometry. The level of theory is the ωB97M-V functional and the def2-TZVPD basis.

Geometry as XYZ:
```
68
Properties=species:S:1:pos:R:3:forces:R:3
H -0.781 0.755 0.659 0.246 -0.182 0.158
H -2.401 2.494 -0.945 -0.199 0.409 -0.161
H 1.109 -0.334 -5.778 0.027 -0.015 0.044
H 3.947 -3.243 -1.473 -0.022 0.022 -0.069
N 3.259 -3.183 -0.749 0.177 -0.033 0.225
C -2.345 0.109 4.635 0.440 -0.027 -0.253
N -2.435 -0.826 5.639 -0.042 0.098 0.025
O 1.725 -5.269 4.329 -0.026 -0.022 0.063
O 0.124 -0.949 -3.587 0.030 -0.039 -0.148
O -1.712 4.709 -3.625 -0.208 0.077 -0.194
H 3.325 -2.443 -0.061 -0.170 0.299 -0.102
N -1.114 0.233 4.059 -0.207 0.045 0.099
H -1.088 -0.621 -1.603 0.401 -0.245 -0.275
N 0.132 -0.552 -5.820 0.030 -0.005 -0.001
O 2.176 -4.994 -1.597 -0.001 -0.047 0.160
O 2.049 1.626 1.570 -0.307 0.615 0.218
C 2.265 -4.101 -0.762 -0.022 0.170 -0.100
H -3.328 -0.941 6.077 -0.038 -0.002 -0.021
H -1.525 1.525 -2.084 0.018 -0.210 -0.229
H -2.139 5.594 -5.906 -0.029 0.015 0.032
C -0.479 -0.904 -4.640 -0.263 0.020 -0.046
H -1.664 -1.390 5.940 0.048 -0.019 -0.057
H -1.618 3.851 5.079 0.058 -0.076 -0.002
H 2.944 -7.104 5.470 -0.005 0.031 0.027
H 0.139 3.386 0.602 0.210 -0.359 0.129
H 0.798 0.002 -1.468 -0.026 0.020 0.055
C -1.625 0.734 -0.024 0.214 -0.160 -0.802
H -0.316 -0.311 4.326 0.059 -0.020 -0.048
H 2.892 -7.017 1.944 0.041 0.000 -0.003
H -2.896 3.621 3.943 0.035 -0.196 -0.032
H -1.413 -1.431 -0.059 -0.120 -0.409 0.135
Cl -3.376 -0.899 -1.324 0.031 -0.224 -0.012
O 2.894 -0.355 0.987 -0.171 -0.260 -0.591
C -1.018 4.500 -4.597 0.191 -0.123 -0.053
Si 1.843 0.966 -1.104 0.938 -0.186 0.018
N 1.345 -3.957 0.250 0.027 -0.269 0.321
N -1.318 5.026 -5.838 -0.003 -0.005 0.007
H -0.414 4.320 -1.460 0.139 -0.031 -0.144
C 2.327 -6.167 3.769 0.059 -0.084 -0.171
N 2.404 -6.278 2.412 -0.124 -0.002 0.128
C -1.684 -0.620 -0.713 -0.349 0.622 0.197
H -2.295 -1.441 -3.889 -0.038 0.066 0.080
H 1.947 -5.574 1.856 0.124 0.097 -0.072
N -1.953 3.900 4.137 -0.156 0.258 -0.035
H 3.048 0.631 -1.903 -0.051 0.131 -0.175
H 0.743 4.800 2.635 0.043 -0.183 -0.044
C -1.516 1.881 -1.059 0.089 0.055 0.826
N 0.127 4.581 3.395 -0.104 0.346 0.002
H 3.481 -7.904 4.037 0.014 0.011 -0.046
Si -0.066 3.045 -0.798 -0.137 0.967 -0.326
H -2.518 0.842 0.572 -0.235 0.143 0.333
H 0.684 3.555 -5.358 0.005 0.002 -0.023
N 2.979 -7.155 4.471 -0.035 0.011 0.028
N 0.112 3.732 -4.557 -0.116 -0.020 0.158
O -1.560 4.262 1.927 -0.498 0.247 0.041
H 0.375 3.326 -3.671 0.081 0.038 -0.006
N -1.814 -1.193 -4.736 0.131 -0.063 0.009
C -1.166 4.263 3.076 0.376 -0.357 0.134
H -0.762 4.870 -6.656 0.041 -0.014 0.009
O -3.299 0.780 4.280 -0.261 0.051 0.174
H 0.582 -4.607 0.268 -0.126 0.098 -0.142
C 2.325 0.750 0.740 0.220 -0.618 0.373
H -0.344 -0.505 -6.699 -0.047 -0.010 0.007
O 1.343 2.511 -1.539 -0.533 -0.537 0.343
H 1.391 -3.228 0.942 0.029 0.144 -0.156
H -2.330 -1.155 -5.593 0.014 0.046 -0.030
H 0.489 4.561 4.327 0.014 -0.109 0.018
H -1.015 0.907 3.319 0.074 0.001 -0.009
```
Forces are in eV/Å.

Calculated values
**DFT total energy**: -75518.5064 eV
**Kohn-Sham gap**: 6.71 eV
**LUMO**: 2.315 eV
**Charge**: -1
**Strongest force on any atom**: 1.030 eV Å⁻¹

No. 3
This record from OMol25 describes a 7-piece molecular cluster, C10H34N8O7 overall at a distorted geometry. The level of theory is the ωB97M-V functional and the def2-TZVPD basis.

Geometry as XYZ:
```
59
Properties=species:S:1:pos:R:3:forces:R:3
C -0.672 -2.448 5.291 -0.017 0.145 0.641
H 2.112 4.042 -4.623 0.186 -0.033 0.588
O -0.079 -2.010 -3.097 -0.489 0.717 -0.464
C -3.111 1.744 1.907 -1.662 2.509 1.483
O 2.456 2.296 -3.586 0.327 -0.497 0.122
C -1.692 1.495 -5.222 0.649 -0.456 0.693
H -3.907 -0.022 2.830 -0.412 0.502 0.405
H -1.644 -2.767 3.415 0.690 0.193 -0.024
O -1.942 2.362 -6.313 -0.546 0.118 -0.419
H -0.708 1.783 -4.820 -0.207 -0.331 0.217
H -1.550 -2.783 5.862 0.315 -0.437 -0.224
H -2.706 -0.085 -6.131 -0.445 -0.245 -0.145
H 2.392 -2.998 -1.486 -0.355 0.232 -0.745
H 0.188 -2.585 3.311 -0.493 -0.486 -0.003
H -0.670 -4.095 3.948 0.516 -0.122 -0.253
H -4.092 3.598 2.505 0.438 -0.111 -0.556
C -1.735 0.043 -5.675 -0.184 -0.020 0.102
N -3.902 2.637 2.720 1.282 -1.343 -1.293
H 3.569 4.085 -3.616 -0.353 -0.314 0.205
C 2.645 -0.708 3.752 0.331 -0.800 0.811
C -0.664 -3.008 3.876 -0.595 0.258 0.443
H 4.009 -1.633 4.929 0.535 -0.570 0.028
H 1.851 5.381 -2.465 -0.343 -0.673 -0.235
H -1.165 0.473 -0.891 0.143 -0.077 0.663
H -0.176 -0.808 -1.376 0.186 -0.257 -0.889
O 1.574 -0.095 3.850 1.442 -0.566 -0.269
H 3.113 1.903 -4.177 -0.267 0.259 0.128
O -2.368 2.223 1.057 -0.152 -0.899 0.278
O -0.845 -1.056 5.333 -0.994 0.621 0.376
H -2.506 -0.165 1.870 -0.291 0.234 0.133
H 3.381 -0.347 5.720 -0.673 0.394 0.058
H 0.656 4.022 -2.650 -0.043 0.176 -0.014
N -3.247 0.431 2.238 1.104 -0.203 -1.174
H 2.434 -1.876 -2.675 0.255 1.217 -0.833
H -4.492 2.252 3.402 -0.695 -0.551 0.817
C 2.525 3.708 -3.640 0.287 0.432 -1.234
H -0.671 1.113 1.602 -0.442 0.328 -0.777
C 1.708 4.278 -2.522 0.086 0.788 0.660
H 0.048 -0.061 2.554 -0.495 0.088 -1.415
O 0.834 -1.526 0.698 -1.368 1.772 -0.016
N 0.120 -3.668 -1.574 -0.978 -1.228 0.656
C -0.006 -0.584 0.601 -0.184 -0.855 -1.550
H -0.702 -3.510 -1.010 -0.023 0.126 -0.503
N 3.634 -0.718 4.826 -1.211 -0.105 -2.445
H -2.439 1.539 -4.414 0.082 0.569 -0.229
H 2.362 -1.397 1.838 -0.054 -0.261 0.203
N -0.650 -0.360 -0.631 0.799 0.020 1.827
N 2.007 -2.713 -2.397 -0.556 -1.492 1.158
N 2.963 -1.541 2.656 -0.315 1.541 1.567
H 3.924 -1.817 2.497 -0.272 0.263 0.163
H -2.411 3.157 -6.036 0.145 -0.229 0.138
H -0.210 -0.579 4.815 0.907 0.100 -0.427
H -1.018 -0.208 -6.447 0.386 0.084 0.002
C 0.592 -2.743 -2.418 1.942 0.519 0.227
H 0.228 -2.700 5.895 -0.261 -0.253 -0.520
H 2.015 3.902 -1.540 0.095 -0.161 -0.221
H 0.781 -4.303 -1.190 0.259 -0.224 0.441
N -0.485 0.129 1.663 1.825 -0.905 1.976
H -1.655 -0.676 -4.838 0.164 0.501 -0.332
```
Forces are in eV/Å.

Calculated values
**SMILES**: NC(N)=O.NC(N)=O.NC(N)=O.NC(N)=O.CCO.CCO.CCO
**DFT total energy**: -37177.6839 eV
**Kohn-Sham gap**: 10.31 eV
**LUMO**: 0.524 eV
**Charge**: 0
**Strongest force on any atom**: 3.355 eV Å⁻¹
**Relative energy (zero: lowest compared OMol25 entry of this formula, charge and spin)**: 32.1 kcal per mole

No. 4
This record from OMol25 describes a 7-piece molecular cluster, C10H34O12 overall at a distorted geometry. The level of theory is the ωB97M-V functional and the def2-TZVPD basis.

Geometry as XYZ:
```
56
Properties=species:S:1:pos:R:3:forces:R:3
H -22.933 5.524 0.609 0.909 0.336 -0.059
H -24.335 5.123 -4.583 0.648 -1.385 0.213
H -26.433 7.432 -1.689 -0.502 0.224 -0.187
O -22.640 2.911 -1.756 1.210 2.756 0.757
H -20.977 7.677 -0.422 1.350 0.005 -0.660
O -22.326 0.901 -6.918 0.085 1.768 1.984
C -25.392 7.475 -1.409 0.018 0.672 -1.751
H -23.025 2.124 -1.987 -1.569 -3.057 -1.359
H -19.907 8.078 -6.468 0.105 0.479 0.277
H -24.791 9.823 -1.519 0.058 0.585 0.886
O -21.886 7.148 -4.866 0.738 0.058 -0.591
H -22.008 5.571 -0.889 0.196 -0.481 -0.401
H -24.848 6.243 -7.790 0.520 -0.615 0.693
H -22.358 0.078 -7.343 -0.212 -1.683 -1.082
H -20.406 5.842 -5.485 1.766 -0.741 0.725
C -21.835 7.408 0.134 -1.497 -0.510 -0.116
C -21.212 1.978 -4.973 0.026 0.647 -0.663
H -23.650 5.453 -2.477 -0.162 0.298 -0.389
H -21.069 4.994 1.647 0.597 0.619 -1.418
O -21.738 7.910 1.441 0.750 -0.095 0.676
O -24.793 9.632 -2.444 -0.783 0.056 -0.898
H -20.889 7.550 1.784 -0.869 0.414 -0.205
H -21.575 8.198 -7.092 0.421 -0.386 0.327
H -24.727 7.930 -3.514 -0.783 -0.651 -1.633
C -20.713 7.518 -6.926 -0.874 0.226 2.253
O -20.328 7.049 -8.142 -0.908 -0.868 -1.959
C -25.548 5.799 -5.747 -2.262 -1.648 -2.291
H -20.540 0.313 -6.105 0.445 0.391 -0.188
O -24.807 4.652 -5.290 -0.189 2.087 -0.632
H -19.758 2.432 -3.719 0.486 1.019 0.183
H -22.739 4.416 -3.021 0.336 -0.638 -0.134
O -24.913 6.170 -1.265 2.034 0.001 -0.369
H -21.840 5.775 -6.362 -0.922 -0.970 -0.929
H -25.338 7.962 -0.449 0.283 0.665 0.335
H -23.496 8.117 -2.326 -0.437 -0.579 -0.137
C -24.902 6.731 -6.799 0.053 -1.248 -0.443
O -23.205 5.200 -3.312 -0.063 0.622 0.979
C -24.581 8.246 -2.534 1.435 0.055 3.358
H -22.476 6.513 -4.458 -0.070 -0.259 0.503
C -21.165 6.430 -5.890 -1.450 2.749 -0.625
H -26.497 5.400 -6.210 0.898 0.203 0.057
O -20.800 5.380 0.769 -0.428 -1.305 1.810
H -25.604 5.573 -1.086 -1.314 -1.024 0.302
H -25.979 6.279 -4.909 0.087 1.310 1.090
C -21.503 0.700 -5.768 1.219 -0.606 0.349
O -25.643 7.883 -7.051 -1.322 1.061 0.466
C -21.970 5.865 0.148 -0.970 1.582 -0.308
O -20.258 1.667 -3.937 -1.159 -1.148 -0.946
H -23.950 7.055 -6.461 1.343 -0.171 0.336
H -22.391 2.753 -0.851 0.421 0.284 0.588
H -21.759 -0.131 -5.088 -1.019 0.413 -0.090
H -22.635 7.939 -0.427 0.011 -0.571 0.766
H -20.821 2.714 -5.712 0.036 -0.349 0.510
H -19.406 6.907 -8.201 1.340 -0.222 0.068
H -25.106 8.435 -7.625 -0.127 0.078 0.043
H -22.108 2.460 -4.547 0.068 -0.454 -0.071
```
Forces are in eV/Å.

Calculated values
**SMILES**: OCCO.OCCO.OCCO.OCCO.OCCO.O.O
**DFT total energy**: -35487.1911 eV
**Kohn-Sham gap**: 9.71 eV
**LUMO**: 0.007 eV
**Charge**: 0
**Strongest force on any atom**: 3.695 eV Å⁻¹
**Relative energy (zero: lowest compared OMol25 entry of this formula, charge and spin)**: 47.1 kcal per mole

Q: What is the DFT total energy in the first record?
A: -166476.4230 eV

Q: Which of these has the highest DFT total energy?
A: C10H34O12